No. 1
Molecular formula: C21H17F11N4O11P2S3
Method: DFT, ωB97M-V/def2-TZVPD

XYZ file:
```
69
Properties=species:S:1:pos:R:3
S 1.87 -3.44 -2.70
S -1.90 2.48 -7.89
S -0.76 3.21 -5.60
P 1.32 -3.61 0.77
P 0.59 -2.03 -2.39
F -3.25 4.45 -9.03
F -2.46 4.37 -3.93
F 3.96 -2.99 7.62
F -4.49 3.05 -7.95
F 3.79 -5.06 6.87
F -1.21 5.75 -5.00
F -3.66 2.50 -9.87
F 1.96 -3.86 7.17
F -0.39 4.60 -3.37
F 0.08 -1.08 3.60
F 1.64 0.52 3.52
O 0.15 -4.40 -0.15
O 1.28 2.43 -2.84
O 0.24 1.03 -1.64
O -2.23 1.10 -7.62
O -0.99 -2.52 -2.50
O -0.85 1.99 -4.82
O 1.08 -4.04 2.18
O -0.83 2.68 -8.83
O 0.57 3.55 -6.03
O 0.79 -0.94 -3.63
O 2.84 -3.99 0.30
N -1.93 3.46 -6.64
N 0.72 0.39 0.64
N 1.49 1.58 -2.10
N 0.76 -1.25 -0.80
C 3.40 -3.22 5.30
C 1.04 -0.72 1.47
C -1.22 4.53 -4.42
C 2.44 -1.71 3.45
C -3.38 3.14 -8.73
C -2.40 1.87 3.85
C 2.37 -2.28 4.82
C 1.04 -1.79 0.48
C -5.02 1.57 3.52
C 3.56 -2.09 2.61
C -0.87 1.80 1.86
C 0.57 0.11 -0.68
C 4.58 -3.03 3.10
C 0.53 1.80 1.13
C -3.55 1.68 2.95
C 4.53 -3.63 4.43
C -3.40 1.59 1.49
C 1.30 -0.75 3.00
C 3.26 -3.80 6.73
C -1.01 1.93 3.32
C -2.04 1.65 0.96
H -4.98 0.79 4.34
H -0.07 -0.45 -3.72
H 3.66 -1.70 1.57
H -4.25 1.47 0.78
H 1.55 -2.05 5.54
H 5.27 -4.36 4.82
H 5.42 -3.33 2.43
H -5.65 1.11 2.71
H 1.37 2.14 1.79
H 0.47 2.54 0.28
H -2.56 1.92 4.96
H -0.59 -4.49 0.50
H -1.08 -3.43 -2.14
H 2.99 -4.94 0.48
H -1.87 1.58 -0.15
H -5.43 2.55 3.87
H -0.14 2.07 4.00
```

Frontier orbital gap, eV: 6.450
LUMO, eV: -2.24
HOMO, eV: -8.6881
Energy, eV: -131507.613

Here are the natural (NBO) charges for atoms 1 to 2, given in e: number 1, S, carries -0.4803; number 2, S, carries 2.2289

---

No. 2
Molecular formula: C21H17I2IrN5OS3
Method: DFT, ωB97M-V/def2-TZVPD

XYZ file:
```
50
Properties=species:S:1:pos:R:3
Ir -0.28 0.06 -0.11
I 2.39 0.35 -0.05
I 0.01 2.70 -0.49
S -3.22 2.60 -0.88
S -5.28 4.68 -0.84
S -2.60 -0.33 -0.11
O -0.54 -3.49 1.82
N -0.23 -0.60 -2.08
N -4.70 1.08 0.53
N -0.27 -1.89 0.21
N -0.37 0.07 1.98
N -5.38 2.21 0.39
C -8.49 1.01 1.95
C 2.14 2.43 -0.48
C -0.44 -2.33 1.47
C -7.29 3.45 1.36
C -3.53 1.10 -0.08
C -0.46 -1.19 2.47
C -4.76 3.22 -0.35
C -6.65 2.25 1.03
C -9.13 2.20 2.26
C -0.34 1.09 2.84
C -0.25 -2.77 -0.93
C -0.27 -1.95 -2.19
C -0.50 -0.38 4.71
C -8.52 3.42 1.97
C -0.53 -1.45 3.82
C -0.22 0.15 -3.20
C -0.31 -2.56 -3.44
C -0.40 0.90 4.20
C -0.29 -1.79 -4.58
C -0.24 -0.40 -4.46
C -7.25 1.02 1.35
H 0.66 -3.39 -0.93
H -0.19 1.22 -3.06
H -8.96 0.06 2.18
H -10.10 2.18 2.74
H -0.35 -3.64 -3.49
H 2.60 3.00 0.31
H 2.61 2.64 -1.44
H -0.55 -0.56 5.77
H -0.22 0.24 -5.33
H -6.82 4.41 1.18
H -9.01 4.35 2.23
H -0.37 1.76 4.86
H -0.28 2.08 2.41
H -6.76 0.10 1.09
H -0.32 -2.25 -5.56
H -1.09 -3.47 -0.91
H -0.60 -2.48 4.14
```

Frontier orbital gap (spin up / spin down), eV: 7.415 / 5.303
LUMO (spin up / spin down), eV: -6.57 / -8.79
Spin multiplicity: 2
Total charge: +2
HOMO (spin up / spin down), eV: -13.9828 / -14.0961
Energy, eV: -83082.907

Here are the natural (NBO) charges for atoms 1 to 2, given in e: number 1, Ir, carries 0.6004; number 2, I, carries 0.4728

---

No. 3
Molecular formula: C21H17N2O6Pt
Method: DFT, ωB97M-V/def2-TZVPD

XYZ file:
```
47
Properties=species:S:1:pos:R:3
Pt -0.01 -0.31 -0.52
O 1.07 0.11 -2.51
O 2.00 -0.24 0.15
O 3.40 0.80 -4.24
O 5.81 0.01 -2.69
O -1.84 -0.48 2.59
O 4.97 0.07 0.16
N -0.06 1.86 -0.07
N -0.90 -7.27 0.48
C -0.83 -2.95 -1.66
C 0.12 2.50 1.08
C 4.24 0.06 -0.81
C -0.26 3.94 -1.23
C -0.10 4.62 -0.03
C 2.31 0.14 -2.19
C 3.44 0.42 -3.09
C -1.68 -2.13 -0.90
C -1.24 -4.79 -0.17
C -0.89 1.68 3.25
C 0.10 3.90 1.12
C 0.35 1.72 2.34
C -2.06 -3.98 0.61
C -1.04 -6.17 0.19
C -1.84 -0.71 -1.27
C -2.08 0.91 2.69
C -0.61 -4.27 -1.30
C 4.68 0.15 -2.26
C -2.27 -2.66 0.26
C 2.78 -0.03 -0.87
C -0.23 2.56 -1.21
H 1.15 2.21 2.90
H 0.26 4.39 2.07
H -2.38 1.33 1.72
H -0.30 1.97 -2.11
H 0.04 -4.90 -1.89
H -2.88 -2.02 0.88
H -2.70 -0.22 -0.80
H -1.28 -0.63 1.81
H -0.35 -2.54 -2.54
H -2.53 -4.39 1.50
H -0.39 4.46 -2.17
H -1.20 2.71 3.46
H -2.92 1.02 3.37
H -0.11 5.71 -0.01
H -1.84 -0.54 -2.35
H 0.70 0.72 2.08
H -0.61 1.22 4.20
```

Frontier orbital gap, eV: 5.751
LUMO, eV: 1.62
Total charge: -1
HOMO, eV: -4.1322
Energy, eV: -40564.905

Here are the natural (NBO) charges for atoms 1 to 2, given in e: number 1, Pt, carries 0.9378; number 2, O, carries -0.7990

---

No. 4
Molecular formula: C21H17N3O4S
Method: DFT, ωB97M-V/def2-TZVPD

XYZ file:
```
46
Properties=species:S:1:pos:R:3
S -4.24 1.82 -0.13
O -1.34 1.27 -1.75
O 6.58 -0.10 0.49
O -2.80 4.68 -0.22
O 5.83 1.55 1.64
N -0.26 0.24 -0.01
N 5.74 0.73 0.75
N -0.80 3.67 -0.17
C 1.39 2.73 -0.23
C -2.29 1.64 1.53
C -0.20 -2.00 0.82
C -3.13 0.54 1.80
C -0.60 1.30 -0.79
C -1.75 -1.47 -0.93
C -2.16 -5.12 0.00
C -4.21 0.50 0.97
C -0.74 -1.07 -0.06
C 2.24 0.79 -1.56
C 2.39 1.72 -0.53
C 4.37 -0.20 -1.05
C 0.05 2.59 -0.35
C 4.53 0.74 -0.04
C -0.66 -3.30 0.85
C -2.75 2.42 0.50
C 3.57 1.70 0.22
C -1.68 -3.71 -0.01
C -2.21 -2.78 -0.89
C -2.17 3.67 -0.01
C 3.21 -0.16 -1.81
H 0.59 -1.69 1.50
H -1.40 1.87 2.10
H -1.61 -5.71 -0.73
H 0.41 0.41 0.73
H -2.02 -5.58 0.98
H 3.74 2.42 1.01
H -3.00 -3.07 -1.57
H 3.07 -0.87 -2.61
H -2.18 -0.76 -1.62
H 1.77 3.69 0.11
H -3.22 -5.17 -0.26
H 5.14 -0.93 -1.22
H -4.99 -0.23 0.95
H -0.23 -4.00 1.54
H 1.36 0.83 -2.19
H -2.93 -0.19 2.56
H -0.41 4.59 -0.32
```

SMILES string: Cc1ccc(NC(=O)/C(=C\c2cccc([N+](=O)[O-])c2)NC(=O)c2cccs2)cc1
Frontier orbital gap, eV: 7.848
LUMO, eV: -0.70
HOMO, eV: -8.5501
Energy, eV: -45546.344

Here are the natural (NBO) charges for atoms 1 to 2, given in e: number 1, S, carries 0.5211; number 2, O, carries -0.5938

---

No. 5
Molecular formula: C21H17N7O3S2
Method: DFT, ωB97M-V/def2-TZVPD

XYZ file:
```
50
Properties=species:S:1:pos:R:3
S -5.27 -1.04 -1.43
S 5.73 -2.69 0.30
O 5.72 2.04 -1.11
O -2.15 3.96 0.72
O -2.39 -0.86 2.43
N 3.69 -1.23 -0.07
N -4.19 1.25 -0.55
N 1.61 -0.24 -0.47
N 3.18 -2.42 0.26
N -4.00 -2.08 0.54
N 5.73 -0.12 -0.46
N -3.73 -0.77 0.58
C -4.32 -0.02 -0.40
C -5.24 -3.79 -0.68
C 3.07 2.36 -0.51
C -4.76 -2.41 -0.41
C 3.60 1.11 -0.60
C -6.75 -3.88 -0.52
C 2.86 -0.13 -0.40
C 0.62 2.23 -0.98
C -0.68 2.63 -0.70
C -0.92 3.55 0.31
C -2.79 1.24 1.39
C -3.41 1.89 0.36
C 0.16 4.14 0.98
C 3.80 -4.69 0.90
C -3.29 3.37 0.13
C 1.45 3.77 0.67
C 5.09 1.07 -0.76
C -2.89 -0.18 1.58
C 4.07 -3.29 0.50
C 5.05 -1.14 -0.13
C 1.70 2.76 -0.28
H -4.14 3.88 0.60
H -3.33 3.57 -0.94
H 2.73 -4.84 0.97
H 4.22 -5.38 0.17
H -7.05 -3.62 0.49
H -0.04 4.87 1.74
H -7.08 -4.90 -0.72
H 2.28 4.22 1.19
H -4.96 -4.07 -1.69
H -7.25 -3.22 -1.22
H -1.49 2.20 -1.27
H -4.74 -4.45 0.03
H 4.26 -4.89 1.86
H 3.80 3.16 -0.54
H 0.79 1.52 -1.77
H -2.18 1.78 2.10
H 1.25 -1.16 -0.24
```

SMILES string: [H]/N=C1/C(=C\c2ccc(OCc3cc(=O)n4nc(CC)sc4n3)cc2)C(=O)N=C2SC(C)=NN21
Frontier orbital gap, eV: 7.860
LUMO, eV: -0.42
HOMO, eV: -8.2786
Energy, eV: -60295.524

Here are the natural (NBO) charges for atoms 1 to 2, given in e: number 1, S, carries 0.3636; number 2, S, carries 0.3582

---

No. 6
Molecular formula: C21H18AuINO2Te
Method: DFT, ωB97M-V/def2-TZVPD

XYZ file:
```
45
Properties=species:S:1:pos:R:3
Au -0.42 -0.27 0.72
I 1.30 -1.08 2.94
Te -0.33 -0.80 -2.08
O -1.14 -2.24 -0.03
O 2.24 -1.02 -0.72
N -0.53 -3.39 0.31
C 0.94 -5.62 1.04
C 0.19 -4.07 -0.63
C 0.43 1.89 2.63
C 1.10 2.54 5.32
C 0.00 1.62 1.32
C 0.91 -5.17 -0.29
C 0.91 0.94 3.55
C 0.70 3.53 4.45
C -1.10 0.34 -3.73
C -1.92 1.72 -5.99
C -0.29 2.66 0.46
C -0.21 1.13 -4.43
C 1.24 1.24 4.86
C 0.20 -4.90 1.99
C -0.25 3.99 0.89
C -2.42 0.26 -4.16
C -0.53 -3.80 1.62
C -2.83 0.95 -5.29
C 0.05 4.27 2.20
C 0.39 3.24 3.11
C -0.61 1.82 -5.56
H -1.14 -3.23 2.30
H 0.04 5.29 2.56
H 2.47 -1.59 0.02
H 0.10 2.42 -6.10
H -0.47 4.78 0.19
H 1.53 -6.48 1.33
H 0.13 -3.67 -1.63
H 0.82 1.20 -4.09
H -3.85 0.86 -5.62
H 0.21 -5.19 3.03
H 1.32 2.76 6.35
H 3.05 -0.60 -1.02
H 1.45 -5.70 -1.06
H 0.64 4.56 4.79
H -3.13 -0.35 -3.61
H -0.56 2.45 -0.57
H 1.62 0.46 5.51
H -2.24 2.25 -6.88
```

Frontier orbital gap (spin up / spin down), eV: 5.788 / 5.267
LUMO (spin up / spin down), eV: -0.67 / -1.16
Spin multiplicity: 2
HOMO (spin up / spin down), eV: -6.4591 / -6.4247
Energy, eV: -46736.137

Here are the natural (NBO) charges for atoms 1 to 2, given in e: number 1, Au, carries 0.5700; number 2, I, carries 0.0821

---

No. 7
Molecular formula: C21H18BrInN7O8
Method: DFT, ωB97M-V/def2-TZVPD

XYZ file:
```
56
Properties=species:S:1:pos:R:3
In 1.05 1.45 1.26
Br -1.45 -4.73 -8.42
O 0.44 -1.54 -1.02
O 2.62 3.05 1.28
O 3.00 0.77 3.01
O 1.02 1.74 -0.84
O 2.43 -2.67 2.11
O 0.95 -0.42 -1.83
O 1.90 -0.64 1.15
O 3.61 4.05 3.04
N -2.76 -1.05 -3.67
N 0.38 2.54 5.52
N -2.87 -2.25 -3.30
N -0.97 0.66 0.54
N 0.88 3.49 7.50
N 0.23 2.00 3.12
N 2.30 3.85 5.70
C 1.21 3.29 6.21
C -1.16 0.73 -3.56
C -2.99 -0.86 -0.62
C 0.36 2.34 4.26
C -3.03 -2.95 -6.88
C 4.03 1.72 2.64
C -2.99 -0.68 0.74
C 3.38 3.05 2.30
C 2.46 -1.42 2.04
C 0.19 0.91 -1.53
C -0.24 1.41 -2.88
C -2.69 -4.33 -4.51
C -2.07 -0.20 -1.42
C -2.02 -0.17 -2.81
C -2.34 -4.15 -6.90
C -3.40 -2.38 -5.70
C -2.02 0.14 1.25
C -0.97 0.46 -0.78
C -2.29 -4.95 -5.69
C -3.09 -2.99 -4.49
C 3.43 -0.61 2.95
H -2.10 0.45 2.33
H 4.64 1.45 1.78
H 1.64 3.82 8.04
H 2.56 3.89 4.73
H -2.78 -4.94 -3.60
H -3.78 -1.37 -5.66
H -3.32 -2.56 -7.85
H -1.77 -5.85 -5.73
H 4.44 -0.54 2.44
H 4.72 1.86 3.44
H 0.89 -1.43 -0.12
H 3.50 -1.01 3.99
H -3.63 -1.59 -1.18
H -3.64 -1.18 1.45
H 0.16 2.89 7.81
H 2.97 4.33 6.30
H 0.40 2.15 -3.33
H -1.41 0.97 -4.62
```

Frontier orbital gap, eV: 5.311
LUMO, eV: -6.20
Total charge: +1
HOMO, eV: -11.5097
Energy, eV: -124084.277

Here are the natural (NBO) charges for atoms 1 to 2, given in e: number 1, In, carries 1.9994; number 2, Br, carries 0.1754

---

No. 8
Molecular formula: C21H18ClN5
Method: DFT, ωB97M-V/def2-TZVPD

XYZ file:
```
45
Properties=species:S:1:pos:R:3
Cl -5.09 -0.82 -3.93
N 1.19 -6.27 4.19
N 0.23 -4.89 2.68
N 3.52 -3.21 2.71
N -0.26 2.02 -0.25
N 3.36 -5.11 4.12
C -0.01 0.81 -1.04
C -1.29 0.37 -1.78
C 1.65 -2.29 1.52
C -2.20 1.35 -2.19
C 0.78 4.25 0.26
C -1.46 -0.97 -2.23
C 2.06 -5.24 3.79
C 0.53 -0.28 -0.13
C -0.20 -0.88 0.91
C 0.90 2.72 0.30
C -3.60 -0.36 -3.17
C -2.61 -1.33 -2.94
C 2.42 -1.69 0.52
C 4.03 -4.10 3.59
C 0.10 -6.05 3.47
C 2.24 -3.32 2.40
C 0.33 -1.86 1.70
C -3.38 0.97 -2.84
C 1.49 -4.37 2.91
C 1.86 -0.69 -0.29
C 1.68 3.47 -0.75
H 3.49 -1.92 0.46
H -0.77 -6.69 3.48
H 2.79 3.57 -0.62
H 5.07 -3.98 3.84
H -4.13 1.69 -3.07
H 1.48 2.19 1.07
H 2.51 -0.22 -1.04
H -0.14 4.69 -0.14
H 1.30 4.85 1.01
H 1.38 3.41 -1.82
H -0.47 -4.59 2.03
H -0.95 1.82 0.49
H -2.75 -2.36 -3.26
H -2.05 2.38 -1.96
H -0.66 -1.68 -2.05
H -1.22 -0.57 1.07
H -0.25 -2.32 2.52
H 0.73 1.05 -1.81
```

SMILES string: Clc1ccc([C@@H](NC2CC2)c2ccc(-c3ncnc4nc[nH]c34)cc2)cc1
Frontier orbital gap, eV: 8.844
LUMO, eV: -0.02
HOMO, eV: -8.8620
Energy, eV: -42041.627

Here are the natural (NBO) charges for atoms 1 to 2, given in e: number 1, Cl, carries 0.0023; number 2, N, carries -0.4398

---

- Which value of energy does entry 4 give?
  -45546.344 eV

---

- Which value of energy does entry 3 give?
  -40564.905 eV

---

- Which of these has the highest energy?
  C21H17N2O6Pt

---

What did the seventh record say?
Molecular formula: C21H18BrInN7O8
Method: DFT, ωB97M-V/def2-TZVPD

XYZ file:
```
56
Properties=species:S:1:pos:R:3
In 1.05 1.45 1.26
Br -1.45 -4.73 -8.42
O 0.44 -1.54 -1.02
O 2.62 3.05 1.28
O 3.00 0.77 3.01
O 1.02 1.74 -0.84
O 2.43 -2.67 2.11
O 0.95 -0.42 -1.83
O 1.90 -0.64 1.15
O 3.61 4.05 3.04
N -2.76 -1.05 -3.67
N 0.38 2.54 5.52
N -2.87 -2.25 -3.30
N -0.97 0.66 0.54
N 0.88 3.49 7.50
N 0.23 2.00 3.12
N 2.30 3.85 5.70
C 1.21 3.29 6.21
C -1.16 0.73 -3.56
C -2.99 -0.86 -0.62
C 0.36 2.34 4.26
C -3.03 -2.95 -6.88
C 4.03 1.72 2.64
C -2.99 -0.68 0.74
C 3.38 3.05 2.30
C 2.46 -1.42 2.04
C 0.19 0.91 -1.53
C -0.24 1.41 -2.88
C -2.69 -4.33 -4.51
C -2.07 -0.20 -1.42
C -2.02 -0.17 -2.81
C -2.34 -4.15 -6.90
C -3.40 -2.38 -5.70
C -2.02 0.14 1.25
C -0.97 0.46 -0.78
C -2.29 -4.95 -5.69
C -3.09 -2.99 -4.49
C 3.43 -0.61 2.95
H -2.10 0.45 2.33
H 4.64 1.45 1.78
H 1.64 3.82 8.04
H 2.56 3.89 4.73
H -2.78 -4.94 -3.60
H -3.78 -1.37 -5.66
H -3.32 -2.56 -7.85
H -1.77 -5.85 -5.73
H 4.44 -0.54 2.44
H 4.72 1.86 3.44
H 0.89 -1.43 -0.12
H 3.50 -1.01 3.99
H -3.63 -1.59 -1.18
H -3.64 -1.18 1.45
H 0.16 2.89 7.81
H 2.97 4.33 6.30
H 0.40 2.15 -3.33
H -1.41 0.97 -4.62
```

Frontier orbital gap, eV: 5.311
LUMO, eV: -6.20
Total charge: +1
HOMO, eV: -11.5097
Energy, eV: -124084.277

Here are the natural (NBO) charges for atoms 1 to 2, given in e: number 1, In, carries 1.9994; number 2, Br, carries 0.1754